No. 1
Computed, not measured: an isolated molecule of C2H3FS2 at a distorted geometry, with wB97M-V/def2-TZVPD.

Summary:
Largest force on an atom (eV/Å): 2.55
E_HOMO (eV): -8.7569
DFT total energy (eV): -26509.2407
SMILES: F/C=C/SS
LUMO level (eV): 0.4

Geometry (Å):
F1 -2.95 0.73 -0.10
S1 1.95 0.72 -0.17
H1 -0.65 0.80 1.29
H2 -1.81 -0.72 -1.08
C1 -0.70 0.11 0.49
C2 -1.78 0.00 -0.27
H3 1.50 1.51 0.96
S2 0.73 -0.85 0.11

=====

No. 2
Computed, not measured: a structure of composition C51H45N2O8P3RuTe at a distorted geometry, with wB97M-V/def2-TZVPD.

Summary:
Largest force on an atom (eV/Å): 1.47
E_HOMO (spin up / spin down) (eV): -4.1992 / -4.3618
2S+1: 6
⟨S²⟩: 8.7723
DFT total energy (eV): -110717.0458
Total charge: -1
LUMO level (spin up / spin down) (eV): 2.1 / 1.3

Geometry (Å):
C1 0.73 3.17 3.11
C2 1.39 -0.43 -1.57
H1 -0.91 -1.22 -8.71
C3 -1.75 1.19 -5.91
H2 -6.59 3.52 -3.00
H3 4.30 0.23 7.00
C4 -3.04 -0.48 2.38
O1 -4.21 1.66 1.73
H4 0.41 -5.24 -5.72
C5 -1.21 1.58 -7.12
C6 2.11 -0.22 4.44
H5 0.02 5.18 3.31
H6 0.62 -1.75 4.39
C7 -4.32 1.45 -1.58
H7 0.07 -3.62 5.03
H8 -1.98 1.93 -5.15
C8 -3.23 3.31 -2.63
O2 -0.05 -2.40 1.53
C9 -0.10 4.15 3.63
C10 1.43 -1.32 4.97
C11 0.58 1.84 3.51
O3 0.77 -3.80 -0.01
C12 -3.08 1.28 1.86
C13 0.26 -4.68 2.16
H9 3.72 1.15 4.80
P1 -1.56 1.31 -1.44
C14 2.16 -0.82 -0.53
C15 -4.46 3.81 -3.02
C16 -1.16 0.07 -2.71
H10 3.22 2.25 2.60
C17 -5.55 1.95 -1.96
H11 -1.76 4.60 4.92
C18 0.06 3.09 -2.96
C19 -1.17 -0.55 -7.89
H12 1.33 0.78 -3.39
H13 -2.33 3.86 -2.88
H14 1.09 -6.36 4.23
C20 3.49 -0.21 6.43
H15 -6.46 1.43 -1.68
P2 -0.27 -1.19 -1.76
H16 -4.51 4.74 -3.57
C21 3.12 1.24 2.21
H17 4.01 0.66 2.45
O4 -1.92 1.64 1.76
C22 1.23 -5.28 4.27
C23 0.31 -4.48 -4.95
H18 1.20 -2.69 6.61
P3 1.55 0.45 2.80
H19 1.71 5.92 -2.11
C24 1.75 -1.85 6.21
H20 -1.19 -3.93 -1.97
C25 -0.42 1.53 4.44
H21 4.02 -0.54 0.50
C26 -5.63 3.13 -2.69
C27 2.78 -1.29 6.95
H22 -0.57 0.50 4.74
C28 -2.00 -0.15 -5.69
H23 1.46 3.42 2.36
H24 4.94 0.98 -1.24
H25 2.03 -3.74 2.99
H26 -0.52 -2.54 2.38
C29 0.83 4.23 -3.11
O5 3.62 2.13 -0.10
H27 -0.77 -5.15 5.18
N1 -0.91 0.74 -8.11
H28 2.33 -5.37 2.36
C30 0.95 -3.25 -5.10
H29 -4.26 0.55 -0.99
H30 0.79 5.33 0.10
C31 -1.71 -1.04 -6.71
C32 1.10 5.03 -2.01
H31 3.04 -1.69 7.92
C33 -1.09 3.83 4.54
C34 -3.14 2.11 -1.94
H32 1.97 -5.05 5.03
O6 1.47 1.60 0.65
C35 -0.11 -4.58 4.54
C36 -1.25 2.51 4.94
H33 3.48 1.89 -3.04
H34 -1.57 -4.82 3.09
H35 1.89 -1.67 0.07
C37 0.58 4.70 -0.76
H36 -0.59 3.29 0.35
C38 0.81 -2.27 -4.13
Te1 -2.76 -0.82 -3.80
H37 -0.95 -5.68 -3.70
H38 0.05 -5.63 1.67
C39 -0.19 3.55 -0.62
C40 1.61 -4.74 2.89
O7 -3.70 -0.68 3.37
C41 3.16 0.31 5.19
C42 -0.60 -3.75 -2.85
H39 1.22 4.50 -4.08
C43 0.03 -2.51 -3.00
C44 0.33 -3.59 1.09
C45 3.07 1.21 -2.30
C46 3.28 0.00 -0.09
O8 -2.32 -1.09 1.59
H40 -1.00 2.63 -7.32
H41 -2.04 2.25 5.64
H42 -1.87 -2.10 -6.58
N2 -0.70 -4.33 3.21
H43 1.30 -1.32 -4.26
H44 -0.16 2.46 -3.82
C47 -0.46 -4.73 -3.82
C48 -0.44 2.74 -1.71
Ru1 -0.33 0.17 0.45
C49 2.76 1.30 0.72
C50 1.91 0.59 -2.49
H45 1.55 -3.06 -5.98
C51 3.86 1.05 -1.04

=====

No. 3
Computed, not measured: a structure of composition C30H47MnN14O3P2S2 at a distorted geometry, with wB97M-V/def2-TZVPD.

Summary:
Largest force on an atom (eV/Å): 2.02
E_HOMO (spin up / spin down) (eV): -6.3592 / -6.3535
2S+1: 5
⟨S²⟩: 6.0446
DFT total energy (eV): -130449.4838
LUMO level (spin up / spin down) (eV): -1.8 / -1.6

Geometry (Å):
H1 0.32 -5.36 -2.32
N1 0.40 -3.90 -0.84
C1 -3.24 -0.49 -0.02
C2 -5.34 3.23 -1.97
O1 -4.71 4.70 0.63
N2 2.53 -3.37 0.79
H2 5.29 -3.67 -2.98
H3 -6.05 5.16 -1.33
S1 -2.19 3.10 0.13
H4 4.49 3.54 -0.84
N3 2.65 -3.02 -1.97
H5 -0.77 1.29 5.63
S2 -4.67 2.05 2.04
P1 -4.17 3.19 0.50
H6 3.95 -4.67 2.79
C3 2.31 -2.59 2.02
H7 3.66 -4.89 -1.81
C4 -4.07 3.77 -2.60
H8 -3.58 6.77 -0.55
C5 -4.05 5.77 1.30
C6 -6.42 4.30 -1.89
C7 4.11 1.63 -0.20
C8 3.88 -2.26 -3.79
P2 1.72 -2.89 -0.61
H9 4.69 -1.62 -4.15
C9 -2.58 -0.25 1.17
H10 5.42 -3.80 2.33
C10 3.36 -1.83 -2.43
N4 1.45 2.25 -0.97
H11 2.64 1.04 3.06
C11 3.68 -2.53 2.70
H12 1.70 1.41 5.32
Mn1 1.28 0.56 0.00
H13 4.43 -4.29 -4.39
C12 -1.11 0.79 3.58
C13 -0.72 -3.68 0.07
C14 3.24 -4.21 -2.56
H14 -4.26 -0.84 -0.01
H15 -2.23 -4.55 -1.21
N5 0.82 0.71 2.16
C15 -2.57 -0.26 -1.21
C16 -1.27 0.23 1.14
N6 2.11 4.20 -1.76
H16 -3.70 4.61 -2.02
H17 -1.17 -6.76 -1.13
H18 -0.69 0.36 -2.07
N7 -0.61 0.40 -0.03
H19 -0.42 -3.77 1.12
C17 4.33 -3.68 -3.50
H20 -2.55 4.66 2.37
H21 -3.02 6.19 3.14
H22 1.39 -5.78 -0.96
N8 5.15 -0.07 0.45
C18 -3.06 6.45 0.35
H23 2.47 -4.75 -3.12
N9 0.44 2.86 -1.60
N10 3.18 0.67 0.08
H24 -0.42 -6.39 0.42
N11 3.91 -0.38 0.48
C19 1.57 0.99 3.23
H25 4.24 -1.67 2.32
H26 -4.87 6.47 1.52
C20 -0.33 1.11 4.66
C21 -0.74 -5.96 -0.53
H27 -6.70 4.62 -2.89
H28 -4.10 4.79 3.21
H29 3.60 -2.46 3.78
H30 -3.30 3.00 -2.63
N12 0.84 3.98 -2.05
H31 -3.08 -0.41 2.11
C22 1.05 1.19 4.49
O2 -5.09 2.65 -0.68
N13 5.33 1.17 0.03
H32 -2.64 7.33 0.84
H33 -5.73 2.38 -2.55
C23 -0.51 0.58 2.34
C24 0.45 -5.30 -1.23
H34 1.58 -3.11 2.65
H35 -2.26 5.78 0.07
H36 -2.41 -4.99 0.49
H37 4.20 -1.57 -1.77
C25 -1.69 -4.80 -0.29
H38 -4.27 4.11 -3.62
N14 3.77 2.87 -0.66
C26 4.34 -3.82 2.23
H39 -2.19 0.73 3.67
H40 3.91 -4.91 0.39
H41 1.93 -1.59 1.78
C27 3.90 -3.89 0.78
O3 1.18 -1.51 -0.50
H42 -7.30 3.91 -1.38
H43 2.68 -0.97 -2.46
H44 3.07 -2.26 -4.52
C28 2.50 3.12 -1.10
H45 4.56 -3.27 0.15
C29 -1.26 0.17 -1.17
C30 -3.39 5.32 2.59
H46 -3.05 -0.40 -2.16
H47 -1.14 -2.69 -0.09

=====

No. 4
Computed, not measured: a structure of composition C5H14N2O at a distorted geometry, with wB97M-V/def2-TZVPD.

Summary:
Largest force on an atom (eV/Å): 3.83
E_HOMO (eV): -8.9889
DFT total energy (eV): -10438.0018
LUMO level (eV): 0.7

Geometry (Å):
C1 -2.67 -1.20 1.19
H1 1.43 -0.32 0.88
H2 -0.36 1.06 1.79
N1 -0.74 0.67 -1.29
H3 -0.35 0.16 -2.08
H4 1.59 -0.80 -2.14
C2 1.54 -1.13 -1.10
H5 -2.70 -0.36 1.90
O1 -1.67 -1.05 0.23
H6 0.71 -1.82 -0.97
H7 0.41 2.42 0.99
C3 -0.34 1.64 0.87
H8 3.35 0.68 -0.01
C4 0.07 0.78 -0.28
C5 1.40 0.06 -0.15
H9 2.46 -1.67 -0.87
N2 2.45 1.08 -0.26
H10 -1.32 2.08 0.70
H11 2.51 1.41 -1.21
H12 -1.64 -0.25 -0.69
H13 -3.66 -1.33 0.74
H14 -2.46 -2.10 1.78

=====

No. 5
Computed, not measured: a cluster of 2 separate species, C9H14 in total at a distorted geometry, with wB97M-V/def2-TZVPD.

Summary:
Largest force on an atom (eV/Å): 4.06
E_HOMO (eV): -8.8461
DFT total energy (eV): -9558.7640
SMILES: Cc1ccccc1.CC
LUMO level (eV): 1.0

Geometry (Å):
H1 -1.85 -1.93 1.76
H2 -1.83 -3.57 -1.02
C1 2.77 2.04 -1.05
H3 2.43 4.04 -0.18
H4 -3.02 -1.98 0.42
H5 -0.68 -2.35 -0.62
H6 0.60 -0.64 -0.58
H7 -0.66 -3.85 0.32
H8 -2.83 -3.17 1.39
H9 3.68 2.31 -1.49
H10 -1.35 -0.09 0.30
H11 2.90 0.11 -1.80
C2 0.83 2.61 0.28
C3 2.10 2.97 -0.22
C4 2.26 0.72 -1.25
C5 -1.32 -3.11 -0.23
H12 0.32 3.43 0.68
H13 -0.92 0.68 1.75
C6 1.07 0.34 -0.52
H14 -1.60 1.76 0.44
C7 0.31 1.30 0.13
C8 -1.01 0.91 0.64
C9 -2.21 -2.50 0.85

=====

No. 6
Computed, not measured: a structure of composition C23H19AsBrN2O3S4Tc, with wB97M-V/def2-TZVPD.

Summary:
Largest force on an atom (eV/Å): 0.70
E_HOMO (eV): -7.9282
DFT total energy (eV): -209703.6969
LUMO level (eV): -1.0

Geometry (Å):
C1 1.93 1.40 -0.39
C2 -1.40 -3.88 -2.24
C3 -1.22 -0.61 4.33
H1 -1.46 7.33 -1.54
C4 4.02 0.58 0.45
H2 0.01 0.66 -1.78
H3 3.14 -3.47 0.09
H4 1.60 -2.49 4.52
C5 2.51 -0.93 -0.63
H5 2.43 -4.06 -1.44
C6 -2.36 5.48 -0.95
C7 -2.19 4.15 -0.62
C8 -0.65 -1.51 2.17
C9 -0.11 -1.24 4.88
C10 -0.88 3.67 -0.65
C11 3.16 1.63 0.25
C12 -1.27 6.30 -1.29
C13 -1.49 -5.02 -3.21
Tc1 -1.12 -1.62 -0.90
C14 1.63 0.13 -0.84
O1 0.46 -0.17 -1.51
H6 -2.35 -0.26 2.53
N1 -0.34 2.42 -0.40
H7 3.91 -3.07 -1.47
C15 -1.49 -0.74 2.98
C16 0.02 5.81 -1.32
S1 -2.52 0.26 -1.14
C17 3.71 -0.71 0.02
H8 -3.35 5.90 -0.94
H9 1.12 -2.74 2.10
N2 1.38 3.73 -0.94
C18 0.73 -2.00 4.08
H10 -1.88 -0.02 4.95
H11 -0.87 -4.80 -4.08
H12 -2.52 -5.20 -3.50
H13 0.86 6.44 -1.59
H14 0.10 -1.13 5.94
H15 -1.10 -5.91 -2.73
H16 -3.02 3.50 -0.37
As1 -5.65 -1.19 -0.60
C19 1.02 2.53 -0.57
C20 2.96 -3.24 -0.97
H17 4.41 -1.51 0.19
S2 -4.74 -1.19 1.21
O2 -0.33 -3.23 -2.13
H18 -0.83 1.66 0.05
C21 0.47 -2.14 2.73
C22 -0.89 -1.61 0.76
O3 2.10 -2.12 -1.11
C23 0.22 4.47 -0.99
S3 -4.24 -0.32 -2.08
S4 -2.68 -3.40 -1.22
Br1 5.67 0.87 1.33
H19 3.39 2.63 0.58

=====

No. 7
Computed, not measured: a cluster of 2 separate species, C9H13IN2S in total at a distorted geometry, with wB97M-V/def2-TZVPD.

Summary:
Largest force on an atom (eV/Å): 4.17
E_HOMO (eV): -6.9802
DFT total energy (eV): -31454.5883
LUMO level (eV): -1.8

Geometry (Å):
C1 2.26 -1.43 -0.87
C2 -0.91 -0.52 0.70
H1 -2.70 3.47 0.27
H2 -3.23 -1.38 3.24
H3 2.18 1.33 -0.52
H4 -2.79 -2.60 1.85
I1 3.28 -3.11 -0.29
H5 3.46 -1.54 -2.97
C3 -1.96 1.47 -0.02
S1 -3.15 0.73 1.05
C4 -0.83 0.71 -0.09
N1 3.29 -0.64 -2.74
N2 0.04 -1.54 0.83
H6 -0.48 -2.44 0.93
H7 -1.48 -1.76 2.99
C5 3.10 0.97 -1.04
H8 3.49 1.56 -1.88
C6 2.93 -0.42 -1.52
H9 0.87 -1.41 0.11
C7 -2.39 -1.70 2.40
H10 -0.01 0.95 -0.77
H11 -1.36 3.23 -0.95
H12 3.87 0.96 -0.36
C8 -2.07 -0.57 1.50
H13 -3.14 2.83 -1.28
C9 -2.26 2.87 -0.56

=====

No. 8
Computed, not measured: a structure of composition C10H30LiO5S5 at a distorted geometry, with wB97M-V/def2-TZVPD.

Summary:
Largest force on an atom (eV/Å): 13.20
E_HOMO (eV): -10.8285
DFT total energy (eV): -75461.7725
Total charge: +1
LUMO level (eV): -2.0

Geometry (Å):
Li1 -0.37 0.08 0.17
H1 2.11 -1.35 2.82
O1 1.12 0.95 1.27
C1 1.54 2.33 -1.42
H2 1.35 2.81 -2.57
H3 -1.92 -3.22 -2.56
S1 -3.10 0.76 -1.09
H4 -3.81 0.52 1.16
H5 2.83 1.46 -3.41
O2 3.78 3.31 -0.73
H6 2.62 -0.18 4.22
H7 -3.20 2.30 -2.99
C2 -3.63 2.25 -1.93
H8 1.17 2.96 -0.84
H9 0.22 -1.91 -4.45
C3 -1.65 -2.36 -2.27
H10 3.88 0.59 1.93
H11 3.64 2.44 1.95
H12 3.74 1.82 3.41
C4 3.58 1.96 -2.99
H13 -0.23 -4.34 2.64
O3 -1.29 -1.05 1.62
S2 1.66 1.17 2.69
C5 -2.03 -2.33 3.66
C6 0.06 -3.34 2.27
H14 -5.04 1.28 0.49
C7 0.45 -1.44 -3.55
H15 0.13 -0.48 -3.37
H16 -2.10 -1.96 -1.44
H17 3.29 2.93 -3.41
H18 -3.50 1.89 0.90
H19 0.66 -3.44 1.37
H20 4.53 1.71 -3.35
H21 -1.45 -1.79 4.04
S3 3.25 1.94 -1.27
C8 3.35 1.51 2.40
H22 -3.03 -1.98 3.60
H23 0.97 -0.94 3.77
H24 0.73 1.58 -1.42
H25 -1.99 -3.14 4.10
O4 0.45 -1.46 -0.89
O5 -1.57 0.93 -0.90
H26 -2.09 -1.81 -3.04
S4 0.15 -2.35 -2.06
H27 -4.59 2.29 -2.13
H28 -3.34 3.18 -1.51
S5 -1.51 -2.54 1.97
H29 1.53 -1.39 -3.73
H30 0.70 -2.76 2.94
C9 1.92 -0.39 3.49
C10 -3.96 1.07 0.44